DFT (ωB97M-V with the def2-TZVPD basis set) results for a structure of composition C22H30Cl4NO6RuSbSi3.

Cartesian coordinates (Å):
Ru 0.29894 -0.16931 -0.40570
O -1.93322 6.46270 0.17716
C -2.30383 5.53276 0.91225
O -3.02684 5.48549 1.91600
C -1.69763 4.15337 0.51357
C -0.86358 4.04858 -0.59086
C -0.32328 2.82540 -0.92858
N -0.59052 1.71253 -0.24011
C -1.41064 1.80876 0.83079
C -1.96722 2.99631 1.24177
C -1.65404 0.51261 1.50156
O -2.28313 0.34346 2.50134
O -1.05799 -0.51208 0.85334
H -0.65877 4.95294 -1.15072
H 0.34280 2.71567 -1.77014
H -2.61335 3.05586 2.10785
Cl 6.08196 -0.84370 2.84697
C 4.68474 -1.17792 1.90699
C 4.42533 -2.49118 1.46300
Cl 5.52504 -3.75203 1.85763
C 3.30371 -2.78384 0.70944
Cl 2.97546 -4.35793 0.11048
C 2.39527 -1.75565 0.40105
O 1.32260 -1.91297 -0.31803
C 2.68944 -0.45430 0.82260
O 1.84407 0.48507 0.38377
C 3.82035 -0.14765 1.57851
Cl 4.08865 1.47526 2.05190
C 0.89605 -3.36423 -3.32289
Si 2.00169 -1.94838 -3.81849
C 2.16736 -1.87283 -5.68080
C 3.69762 -2.02817 -3.03932
Sb 0.91687 0.23069 -2.96440
Si -1.30805 0.50782 -4.23943
C -1.00053 0.26415 -6.06616
C -2.02319 2.19473 -3.89383
C -2.40718 -0.83680 -3.54929
Si 2.63844 2.10900 -3.39204
C 3.47873 1.66248 -5.00227
C 3.81104 2.00206 -1.94509
C 1.86672 3.80582 -3.51636
H 1.40357 -4.30636 -3.54800
H -0.03518 -3.34860 -3.89358
H 0.66708 -3.34886 -2.25708
H 2.61992 -2.81181 -6.01419
H 2.81019 -1.05950 -6.01533
H 1.20298 -1.77817 -6.18101
H 4.19388 -2.94766 -3.36303
H 3.66407 -2.03151 -1.95064
H 4.31914 -1.19019 -3.36286
H -0.17607 0.87480 -6.43785
H -1.90048 0.55409 -6.61506
H -0.79082 -0.78011 -6.30133
H -1.36538 3.00816 -4.20518
H -2.26620 2.33475 -2.84086
H -2.95315 2.28924 -4.46254
H -2.01163 -1.83370 -3.75111
H -3.39734 -0.76851 -4.00814
H -2.54501 -0.73644 -2.47009
H 4.09201 0.76636 -4.89949
H 4.13796 2.48604 -5.28962
H 2.77311 1.50407 -5.81971
H 4.33867 1.04663 -1.91632
H 3.29008 2.13596 -0.99562
H 4.55856 2.79636 -2.02736
H 0.99094 3.84054 -4.16618
H 2.62137 4.46671 -3.95301
H 1.59659 4.21867 -2.54383

Atoms 1-3, force components in eV/Å:
Ru 0.4 0.1 0.6
O -0.1 -0.1 0.0
C 0.2 0.1 0.2

Summary:
HOMO-LUMO gap   5.0 eV
ΔE to the lowest compared entry with this formula, charge and spin   0.528 eV
E_HOMO   -7.9 eV

These are the natural (NBO) partial charges, in e, on atoms 1 to 6: Ru 1.13; O -0.73; C 0.73; O -0.71; C -0.01; C -0.23